(1)
DFT (ωB97M-V with the def2-TZVPD basis set) results for a cluster of 2 separate species, C2H8N2O2 in total at a distorted geometry.

The geometry in ORCA input format:
```
! RIJCOSX wB97M-V def2-TZVPD def2/J DEFGRID3
* xyz 0 1
O 0.79986 1.70568 -3.14951
C 0.39913 0.65463 -2.75156
O 0.97695 -0.53446 -2.97780
H -0.49110 0.50395 -2.14881
H 1.83937 -0.37988 -3.39337
N -1.50089 0.32788 1.61443
C -0.36788 -0.52068 1.25189
N 0.64535 -0.25252 2.25749
H -2.32663 0.07497 1.08661
H -1.64372 0.15966 2.60680
H -0.62070 -1.57326 1.10933
H -0.00772 -0.18058 0.27297
H 0.79610 0.74636 2.21016
H 1.50187 -0.73176 2.01137
*
```

Summary:
HOMO: -9.342 eV
ΔE to the lowest compared entry with this formula, charge and spin: 28.5 kcal/mol
gap between HOMO and LUMO: 10.024 eV
SMILES: O=CO.NCN
total energy: -340.98495 Eh
molar mass: 92.10 g mol⁻¹
LUMO energy: 0.7 eV

Here is what Löwdin gives for the atomic charges, in e: atom 1 (O): 0.078, atom 2 (C): -0.406, atom 3 (O): 0.071, atom 4 (H): 0.127, atom 5 (H): 0.120, atom 6 (N): -0.016, atom 7 (C): -0.399, atom 8 (N): -0.012, atom 9 (H): 0.059, atom 10 (H): 0.064, atom 11 (H): 0.104, atom 12 (H): 0.080, atom 13 (H): 0.067, atom 14 (H): 0.062

(2)
DFT (ωB97M-V with the def2-TZVPD basis set) results for a cluster of 2 separate species, C2H8N2O2 in total at a distorted geometry.

The geometry in ORCA input format:
```
! RIJCOSX wB97M-V def2-TZVPD def2/J DEFGRID3
* xyz 0 1
H -1.88133 -1.57692 -0.48594
N -0.92951 -1.23073 -0.40187
C -0.48210 -1.12959 0.78673
C 0.94063 -0.79354 1.04261
H -1.02077 -1.55300 1.63964
H 1.00541 -0.08136 1.87134
H 1.47819 -1.69639 1.34032
H 1.40750 -0.35899 0.16647
O 0.96391 1.84858 -0.56780
N -0.45283 1.82958 -0.86346
O -0.69819 0.93665 -1.86363
H 1.34237 2.42110 -1.24832
H -0.83766 1.43744 0.02166
H -0.83561 -0.05285 -1.43775
*
```

Summary:
HOMO: -8.668 eV
ΔE to the lowest compared entry with this formula, charge and spin: 108.3 kcal/mol
gap between HOMO and LUMO: 9.334 eV
SMILES: [H]/N=C/C.ONO
total energy: -340.85788 Eh
molar mass: 92.10 g mol⁻¹
LUMO energy: 0.7 eV

Here is what Löwdin gives for the atomic charges, in e: atom 1 (H): 0.084, atom 2 (N): 0.074, atom 3 (C): -0.244, atom 4 (C): -0.081, atom 5 (H): 0.115, atom 6 (H): 0.085, atom 7 (H): 0.086, atom 8 (H): 0.063, atom 9 (O): -0.107, atom 10 (N): -0.166, atom 11 (O): -0.149, atom 12 (H): 0.081, atom 13 (H): 0.099, atom 14 (H): 0.059

(3)
DFT (ωB97M-V with the def2-TZVPD basis set) results for a cluster of 2 separate species, C2H8N2O2 in total at a distorted geometry.

The geometry in ORCA input format:
```
! RIJCOSX wB97M-V def2-TZVPD def2/J DEFGRID3
* xyz 1 2
N -1.12526 -1.38323 0.35840
C -1.06039 -0.19362 1.11032
O 0.26355 0.15570 1.58789
H -1.02400 -1.33028 -0.64497
H -1.55269 -2.22002 0.73611
H -1.36926 0.61860 0.44343
H -1.70192 -0.19486 1.98644
H 0.84771 -0.56509 1.32553
C 0.92465 0.45532 -1.60578
N 1.29178 1.26496 -0.64507
O 0.32646 -0.61474 -1.57769
H 1.31954 0.78869 -2.60042
H 0.85207 1.25329 0.28426
H 2.00776 1.96528 -0.75846
*
```

Summary:
HOMO (spin up / spin down): -15.373 / -14.741 eV
ΔE to the lowest compared entry with this formula, charge and spin: 22.1 kcal/mol
gap between HOMO and LUMO (spin up / spin down): 12.304 / 5.857 eV
total energy: -340.65334 Eh
molar mass: 92.10 g mol⁻¹
LUMO energy (spin up / spin down): -3.1 / -8.9 eV

Here is what Löwdin gives for the atomic charges, in e: atom 1 (N): 0.311, atom 2 (C): -0.214, atom 3 (O): -0.032, atom 4 (H): 0.097, atom 5 (H): 0.165, atom 6 (H): 0.148, atom 7 (H): 0.149, atom 8 (H): 0.110, atom 9 (C): -0.340, atom 10 (N): 0.178, atom 11 (O): 0.035, atom 12 (H): 0.167, atom 13 (H): 0.091, atom 14 (H): 0.135

(4)
DFT (ωB97M-V with the def2-TZVPD basis set) results for a cluster of 2 separate species, C2H8N2O3S in total at a distorted geometry.

The geometry in ORCA input format:
```
! RIJCOSX wB97M-V def2-TZVPD def2/J DEFGRID3
* xyz 0 1
C -0.31040 0.79499 1.36960
C -0.26987 0.51446 -0.01742
N 1.57387 -0.82867 0.21590
N 0.07306 1.33214 -1.00886
O -2.60148 -0.08658 -0.68111
O -0.85918 -0.97817 -2.13645
O -1.15151 -2.03502 0.01685
S -1.38743 -0.87981 -0.77405
H 0.36458 0.09977 1.90752
H -1.31452 0.49797 1.76437
H -0.11712 1.83777 1.55791
H 1.14892 -1.31540 -0.65288
H 1.64036 -1.53782 0.98965
H 0.52423 2.21552 -0.78327
H 2.44387 -0.32260 0.03930
H 0.24264 0.69144 -1.80705
*
```

Summary:
HOMO: -9.859 eV
ΔE to the lowest compared entry with this formula, charge and spin: 30.2 kcal/mol
gap between HOMO and LUMO: 10.019 eV
total energy: -814.37071 Eh
molar mass: 140.16 g mol⁻¹
LUMO energy: 0.2 eV

Here is what Löwdin gives for the atomic charges, in e: atom 1 (C): -0.063, atom 2 (C): -0.380, atom 3 (N): 0.019, atom 4 (N): 0.160, atom 5 (O): -0.307, atom 6 (O): -0.350, atom 7 (O): -0.304, atom 8 (S): 0.443, atom 9 (H): 0.098, atom 10 (H): 0.121, atom 11 (H): 0.088, atom 12 (H): 0.078, atom 13 (H): 0.086, atom 14 (H): 0.135, atom 15 (H): 0.058, atom 16 (H): 0.117

(5)
DFT (ωB97M-V with the def2-TZVPD basis set) results for a cluster of 2 separate species, C2H8N2OP in total at a distorted geometry.

The geometry in ORCA input format:
```
! RIJCOSX wB97M-V def2-TZVPD def2/J DEFGRID3
* xyz 1 1
C -3.91448 0.10151 0.12573
C 2.74719 0.34282 -0.25764
N 3.86509 -0.12474 0.22484
N 1.62487 -0.33132 -0.24906
O -4.82696 -0.80537 0.21014
P -2.17676 0.13767 0.19370
H -4.33301 1.11609 0.01562
H 2.92919 1.09935 -1.09787
H 4.64388 0.31724 -0.29561
H 3.82595 -0.97804 0.82434
H 1.17261 -1.00296 0.34738
H 0.88495 0.21051 -0.59457
H -4.44354 -1.69732 0.42261
H -1.99900 1.61456 0.13038
*
```

Summary:
HOMO: -11.472 eV
ΔE to the lowest compared entry with this formula, charge and spin: 9.1 kcal/mol
gap between HOMO and LUMO: 7.304 eV
total energy: -606.78591 Eh
molar mass: 107.07 g mol⁻¹
LUMO energy: -4.2 eV

Here is what Löwdin gives for the atomic charges, in e: atom 1 (C): -0.654, atom 2 (C): -0.182, atom 3 (N): 0.175, atom 4 (N): 0.198, atom 5 (O): -0.002, atom 6 (P): 0.670, atom 7 (H): 0.061, atom 8 (H): 0.198, atom 9 (H): 0.158, atom 10 (H): 0.173, atom 11 (H): 0.134, atom 12 (H): 0.065, atom 13 (H): 0.142, atom 14 (H): -0.136

(6)
DFT (ωB97M-V with the def2-TZVPD basis set) results for the molecule C2H8N2OSi at a distorted geometry.

The geometry in ORCA input format:
```
! RIJCOSX wB97M-V def2-TZVPD def2/J DEFGRID3
* xyz 0 1
C -0.58030 -1.12595 1.78428
C -0.55106 -1.25030 0.41721
Si 0.12022 0.21098 -0.52302
N -0.76679 1.04816 -1.71527
N 0.89055 1.36202 0.54774
O 1.28215 -0.80340 -1.76334
H -0.74060 -1.98893 2.35403
H -0.37317 -0.26437 2.37816
H -0.88292 -2.12751 -0.07028
H -0.43439 1.81976 -2.17265
H -1.66804 0.79387 -1.96391
H 1.01965 1.02962 1.44151
H 0.51363 2.31367 0.66834
H 2.17108 -1.01762 -1.38277
*
```

Summary:
HOMO: -9.648 eV
ΔE to the lowest compared entry with this formula, charge and spin: 14.4 kcal/mol
gap between HOMO and LUMO: 10.376 eV
SMILES: C=C[Si](N)(N)O
total energy: -555.29725 Eh
molar mass: 104.18 g mol⁻¹
LUMO energy: 0.7 eV

Here is what Löwdin gives for the atomic charges, in e: atom 1 (C): -0.042, atom 2 (C): -0.175, atom 3 (Si): 0.453, atom 4 (N): -0.012, atom 5 (N): -0.042, atom 6 (O): -0.309, atom 7 (H): 0.028, atom 8 (H): 0.031, atom 9 (H): 0.041, atom 10 (H): 0.000, atom 11 (H): 0.007, atom 12 (H): -0.036, atom 13 (H): 0.051, atom 14 (H): 0.005